Record 1
Computed, not measured: 2 unconnected molecules or ions with the total composition C2HCl2NS at a distorted geometry, with ωB97M-V/def2-TZVPD.

## Properties
gap between HOMO and LUMO (alpha / beta)	0.27838 / 0.27851	hartree
max |F|	3.201	eV Å⁻¹
electronic energy	-39457.597	eV

Structure (ORCA input):
```
! wB97M-V def2-TZVPD RIJCOSX def2/J DEFGRID3
* xyz 0 1
C 2.617 0.611 0.648
C 1.391 0.372 -0.049
N 3.467 1.175 1.227
S -0.124 0.611 0.667
Cl 1.455 0.331 -1.757
Cl 2.239 -1.831 0.607
H -0.692 -0.059 -0.366
*
```

Here are the natural (NBO) charges for atoms 1 to 6, given in e:
1. C 0.170
2. C -0.176
3. N -0.229
4. S 0.293
5. Cl 0.164
6. Cl -0.381

Record 2
Computed, not measured: a single C10H11NO4 molecule at a distorted geometry, with ωB97M-V/def2-TZVPD.

## Properties
gap between HOMO and LUMO	0.29876	hartree
max |F|	3.922	eV Å⁻¹
electronic energy	-20223.503	eV
SMILES	CC/C(O)=[N+](/[O-])OC(=O)c1ccccc1

Structure (ORCA input):
```
! wB97M-V def2-TZVPD RIJCOSX def2/J DEFGRID3
* xyz 0 1
C 4.117 -0.597 0.152
C 4.081 0.136 -1.030
C 3.165 -0.223 1.191
C 3.057 1.024 -1.279
C 2.252 0.732 0.898
C 2.096 1.358 -0.352
C 0.972 2.247 -0.818
C -2.619 -1.155 0.276
C -2.250 0.050 1.207
C -2.581 1.259 0.558
N -1.651 2.017 -0.022
O 0.873 3.101 -1.613
O -0.198 1.563 -0.077
O -1.974 3.109 -0.572
O -3.847 1.636 0.335
H 4.895 -1.294 0.175
H 4.825 -0.161 -1.754
H 3.131 -0.778 2.120
H 2.834 1.365 -2.246
H 1.685 1.053 1.745
H -1.820 -1.217 -0.524
H -3.570 -0.871 -0.131
H -2.491 -2.100 0.897
H -1.244 0.032 1.444
H -2.713 0.051 2.161
H -3.736 2.556 -0.127
*
```

Here are the natural (NBO) charges for atoms 1 to 6, given in e:
1. C -0.161
2. C -0.223
3. C -0.221
4. C -0.153
5. C -0.151
6. C -0.178

Record 3
Computed, not measured: a single C3HF2NO molecule at a distorted geometry, with ωB97M-V/def2-TZVPD.

## Properties
gap between HOMO and LUMO	0.40574	hartree
max |F|	5.989	eV Å⁻¹
electronic energy	-12097.510	eV
SMILES	N#CC(F)(F)C=O

Structure (ORCA input):
```
! wB97M-V def2-TZVPD RIJCOSX def2/J DEFGRID3
* xyz 0 1
C 1.344 1.767 -0.473
C -0.572 0.407 0.337
C 0.834 1.072 0.836
N 1.738 2.277 -1.419
O -1.358 1.081 -0.128
F 0.590 1.888 1.926
F 1.649 0.145 1.359
H -0.774 -0.731 0.412
*
```

Here are the natural (NBO) charges for atoms 1 to 6, given in e:
1. C 0.169
2. C 0.399
3. C 0.571
4. N -0.232
5. O -0.439
6. F -0.306

Record 4
Computed, not measured: a molecular structure, C3H4LuO2 at a distorted geometry, with ωB97M-V/def2-TZVPD.

## Properties
gap between HOMO and LUMO (alpha / beta)	0.23308 / 0.19609	hartree
max |F|	6.144	eV Å⁻¹
electronic energy	-40866.464	eV

Structure (ORCA input):
```
! wB97M-V def2-TZVPD RIJCOSX def2/J DEFGRID3
* xyz 2 2
C 0.432 1.210 -0.101
C 1.255 0.084 -0.392
H 1.926 -0.313 0.377
H 1.481 0.051 -1.469
C -0.480 -0.392 -0.438
O -1.145 -1.039 0.366
Lu -2.978 -2.651 0.445
H -0.806 -0.314 -1.490
O 0.579 1.698 1.113
H -0.263 1.666 1.589
*
```

Here are the natural (NBO) charges for atoms 1 to 6, given in e:
1. C 0.422
2. C -0.448
3. H 0.268
4. H 0.283
5. C 0.325
6. O -0.861

Record 5
Computed, not measured: a gas-phase ion, HN2O3 (charge -1) at a distorted geometry, with ωB97M-V/def2-TZVPD.

## Properties
gap between HOMO and LUMO	0.31941	hartree
max |F|	3.418	eV Å⁻¹
electronic energy	-9135.206	eV
SMILES	[O-][N+]([O-])=NO

Structure (ORCA input):
```
! wB97M-V def2-TZVPD RIJCOSX def2/J DEFGRID3
* xyz -1 1
N -1.169 -0.531 0.148
N -2.328 -0.050 -0.080
O -3.320 -0.794 0.027
O -2.491 1.199 -0.083
O -0.219 0.519 -0.055
H -0.127 0.954 0.860
*
```

What are the natural (NBO) partial charges on each atom? They are as follows, in elementary charge units:
1. N -0.186
2. N 0.533
3. O -0.574
4. O -0.600
5. O -0.611
6. H 0.437

Record 6
Computed, not measured: a single C2H5N3O molecule at a distorted geometry, with ωB97M-V/def2-TZVPD.

## Properties
gap between HOMO and LUMO	0.35030	hartree
max |F|	6.559	eV Å⁻¹
electronic energy	-8671.606	eV
SMILES	N/N=C\C(N)=O

Structure (ORCA input):
```
! wB97M-V def2-TZVPD RIJCOSX def2/J DEFGRID3
* xyz 0 1
C -0.304 -0.876 -0.048
C 0.715 0.225 -0.031
H -1.281 1.326 -0.022
H -2.974 0.702 0.095
H -0.007 -1.915 -0.037
H 2.789 0.570 0.106
H 2.256 -1.201 0.281
N -2.005 0.575 -0.082
N -1.577 -0.669 -0.067
N 1.989 -0.145 -0.153
O 0.399 1.408 -0.041
*
```

Here are the natural (NBO) charges for atoms 1 to 6, given in e:
1. C -0.196
2. C 0.600
3. H 0.413
4. H 0.374
5. H 0.189
6. H 0.415

Record 7
Computed, not measured: a molecular structure, C24H64HgO24S8 at a distorted geometry, with ωB97M-V/def2-TZVPD.

## Properties
gap between HOMO and LUMO	0.07203	hartree
max |F|	4.822	eV Å⁻¹
electronic energy	-165889.511	eV

Structure (ORCA input):
```
! wB97M-V def2-TZVPD RIJCOSX def2/J DEFGRID3
* xyz 2 1
Hg -0.528 0.633 -0.368
O -5.449 0.538 -4.243
S -4.895 1.713 -3.652
O -3.711 1.600 -2.755
O -4.556 2.724 -4.934
C -5.494 2.899 -5.950
C -4.874 3.747 -7.088
C -6.337 2.703 -2.817
H -6.315 3.526 -5.602
H -5.960 1.997 -6.347
H -5.405 3.714 -8.040
H -3.891 3.316 -7.278
H -4.685 4.747 -6.698
H -7.224 2.457 -3.401
H -6.140 3.772 -2.905
H -6.388 2.496 -1.748
O -1.247 -5.662 -1.937
S -1.269 -4.596 -2.993
O -0.926 -3.150 -2.643
O -0.289 -5.105 -4.312
C -0.290 -6.456 -4.676
C 0.608 -6.600 -5.983
C -2.919 -4.635 -3.812
H -1.305 -6.854 -4.676
H 0.178 -7.041 -3.885
H -0.112 -6.589 -6.801
H 1.243 -7.481 -5.891
H 1.283 -5.770 -6.193
H -3.731 -4.427 -3.114
H -3.081 -5.660 -4.147
H -2.892 -3.887 -4.604
O -0.272 1.632 -6.668
S 0.031 0.493 -5.835
O 0.232 0.654 -4.420
O -1.178 -0.688 -6.068
C -1.675 -0.834 -7.400
C -1.244 -2.083 -8.159
C 1.382 -0.645 -6.476
H -1.567 0.083 -7.979
H -2.764 -0.882 -7.422
H -0.385 -2.589 -7.718
H -1.243 -1.702 -9.180
H -1.929 -2.918 -8.010
H 2.342 -0.165 -6.287
H 1.377 -0.834 -7.549
H 1.491 -1.565 -5.901
O 1.048 -1.927 3.130
S 1.751 -2.808 4.133
O 3.186 -2.777 4.285
O 0.926 -2.663 5.603
C 1.407 -3.334 6.734
C 2.858 -3.024 7.113
C 1.203 -4.519 3.665
H 1.342 -4.422 6.772
H 0.725 -2.959 7.498
H 3.637 -3.470 6.494
H 3.021 -3.087 8.189
H 3.106 -2.005 6.817
H 1.774 -4.874 2.808
H 0.173 -4.694 3.354
H 1.564 -5.229 4.409
O -1.581 3.343 2.418
S -2.457 4.142 3.226
O -3.877 4.056 2.853
O -2.202 3.789 4.875
C -0.858 3.739 5.209
C -0.808 3.707 6.681
C -1.943 5.944 3.337
H -0.185 4.506 4.826
H -0.430 2.874 4.703
H -1.517 3.022 7.146
H -0.910 4.760 6.945
H 0.191 3.349 6.930
H -2.311 6.221 4.325
H -2.395 6.420 2.466
H -0.859 5.974 3.231
O 3.855 -0.865 -0.547
S 5.309 -1.193 -0.802
O 6.032 -0.534 -1.919
O 6.268 -0.999 0.575
C 7.657 -1.257 0.336
C 8.566 -1.461 1.569
C 5.519 -3.126 -0.869
H 8.097 -0.439 -0.235
H 7.816 -2.113 -0.320
H 9.572 -1.813 1.340
H 8.242 -2.079 2.405
H 8.690 -0.414 1.844
H 4.496 -3.501 -0.861
H 6.058 -3.353 0.052
H 5.902 -3.413 -1.848
O -5.935 -0.955 2.256
S -4.743 -1.601 2.796
O -3.369 -1.251 2.238
O -4.800 -1.180 4.389
C -3.819 -1.545 5.381
C -4.253 -0.911 6.640
C -4.854 -3.449 2.916
H -2.877 -1.042 5.162
H -3.518 -2.590 5.313
H -3.402 -0.985 7.317
H -5.118 -1.501 6.941
H -4.650 0.095 6.506
H -5.684 -3.730 2.268
H -5.224 -3.704 3.909
H -3.896 -3.839 2.574
O 4.535 3.970 2.230
S 3.627 4.659 1.380
O 2.457 3.918 0.841
O 3.063 6.155 2.089
C 4.085 6.975 2.469
C 3.680 8.138 3.426
C 4.552 5.259 -0.141
H 4.621 7.289 1.573
H 4.883 6.498 3.038
H 4.574 8.529 3.912
H 3.074 7.826 4.277
H 3.195 8.976 2.925
H 4.716 4.302 -0.635
H 5.478 5.574 0.341
H 3.946 6.001 -0.661
*
```

Here are the Mulliken charges for atoms 1 to 6, given in e:
1. Hg 1.259
2. O -0.591
3. S 1.039
4. O -0.505
5. O -0.244
6. C -0.242

Question: What is the formula in the fifth record?
Answer: HN2O3